A 3-piece molecular cluster, C10H13Cl4NO2 overall. Source: OMol25; level of theory: ωB97M-V/def2-TZVPD.

## Properties
Orbital gap, eV: 9.76
LUMO energy, eV: -0.765
Energy relative to the best compared isomer or geometry (same formula, charge and spin), eV: 0.000

Last column: Mulliken charge in e.
Cartesian coordinates (Å):
O1 11.888 -1.708 -17.913  -0.5943
N1 11.491 -2.439 -18.785  1.0046
O2 10.926 -2.079 -19.803  -0.6062
C1 11.595 -3.884 -18.556  -0.0370
C2 12.273 -4.345 -17.440  -0.2226
C3 12.471 -5.710 -17.277  -0.3656
C4 11.938 -6.589 -18.211  -0.5404
C5 11.267 -6.107 -19.321  -0.3521
C6 11.112 -4.755 -19.518  -0.3951
H1 12.632 -3.651 -16.692  0.4549
H2 12.961 -6.092 -16.393  0.3862
H3 12.090 -7.654 -18.096  0.3974
H4 10.855 -6.812 -20.031  0.3930
H5 10.594 -4.347 -20.374  0.4711
Cl1 5.178 -9.718 -10.827  -0.1776
C7 6.361 -10.296 -12.001  -0.4423
C8 6.182 -9.726 -13.401  -0.3160
Cl2 4.626 -10.194 -14.123  -0.1865
H6 6.322 -11.384 -12.048  0.3217
H7 7.364 -10.051 -11.648  0.2976
H8 7.033 -10.034 -14.008  0.3140
H9 6.180 -8.637 -13.392  0.1858
Cl3 10.061 -4.762 -14.295  -0.1833
C9 8.938 -4.714 -15.659  -0.2966
C10 8.782 -6.057 -16.303  -0.3187
Cl4 7.771 -7.148 -15.308  -0.1572
H10 9.367 -4.032 -16.395  0.1188
H11 7.977 -4.330 -15.332  0.4138
H12 9.738 -6.546 -16.457  0.1263
H13 8.267 -5.946 -17.255  0.3063

A 2-piece molecular cluster, C10H13ClF9N4O overall. Source: OMol25; level of theory: ωB97M-V/def2-TZVPD.

## Properties
Orbital gap, eV: 4.52
LUMO energy, eV: 2.067
Charge: -1

Last column: Mulliken charge in e.
Cartesian coordinates (Å):
N1 -2.513 -0.112 -2.941  -0.6504
C1 -2.758 0.366 -1.605  0.2152
N2 -3.591 -0.597 -0.887  -0.3038
N3 -3.574 1.594 -1.730  -0.7585
C2 -1.449 0.774 -0.790  -1.2443
C3 -0.152 0.046 -1.197  0.2616
C4 0.633 1.056 -2.117  0.1043
O1 0.124 1.692 -3.001  -0.5270
N4 2.028 1.083 -1.771  -0.4678
C5 2.171 -0.082 -0.908  -0.7987
C6 0.887 -0.029 -0.044  -0.4525
C7 0.745 -1.192 0.922  0.6282
F1 -0.457 -1.156 1.539  -0.3175
F2 0.744 -2.330 0.175  -0.3514
C8 1.866 -1.314 2.001  0.6892
F3 2.916 -1.938 1.432  -0.2909
F4 1.403 -2.126 2.978  -0.3042
C9 2.281 0.027 2.657  0.5796
F5 1.157 0.720 2.913  -0.2797
F6 3.110 0.736 1.874  -0.3022
C10 3.007 -0.188 4.031  0.6601
F7 2.099 -0.333 4.993  -0.2384
F8 3.831 -1.234 3.966  -0.2458
F9 3.745 0.885 4.349  -0.2642
H1 -1.921 -0.927 -2.971  0.2992
H2 -2.176 0.617 -3.551  0.2575
H3 -3.129 -1.497 -0.871  0.2520
H4 -3.685 -0.236 0.055  0.2666
H5 -3.548 2.081 -0.838  0.2965
H6 -3.087 2.231 -2.358  0.3173
H7 -1.266 1.853 -0.817  0.4071
H8 -1.632 0.531 0.260  0.4713
H9 -0.222 -0.895 -1.742  0.4331
H10 2.133 1.992 -1.323  0.3513
H11 2.104 -0.939 -1.586  0.3398
H12 3.128 -0.219 -0.410  0.4059
H13 0.959 0.945 0.444  0.5031
Cl1 -5.915 -1.886 -1.133  -0.9412

A 2-piece molecular cluster, C10H13ClNO overall. Source: OMol25; level of theory: ωB97M-V/def2-TZVPD.

## Properties
Spin multiplicity: 3
Orbital gap (spin up / spin down), eV: 5.60 / 6.71
LUMO energy (spin up / spin down), eV: -2.894 / -6.415
Charge: +1

Last column: Mulliken charge in e.
Cartesian coordinates (Å):
C1 -1.742 0.189 -1.181  -0.4819
C2 -1.682 -0.143 1.189  -0.7198
C3 -3.096 0.232 -1.132  -0.4513
C4 -3.041 -0.143 1.164  -0.2674
C5 -0.999 -0.061 -0.031  0.4807
C6 -3.781 0.111 0.078  0.2107
C7 1.808 1.160 0.565  0.0627
C8 1.064 0.024 -0.043  0.6740
C9 3.220 1.548 0.064  -1.5525
C10 1.189 -1.844 -1.472  -0.7263
N1 1.659 -0.032 1.435  -0.2626
O1 1.594 -0.591 -1.017  -0.3791
Cl1 -5.487 0.144 0.011  -0.1113
H1 -1.272 0.306 -2.087  0.5363
H2 -1.205 -0.459 2.174  0.1287
H3 -3.614 0.350 -2.043  0.4460
H4 -3.657 -0.540 2.091  0.2340
H5 1.227 2.074 0.794  0.3944
H6 3.753 2.116 0.845  0.3930
H7 3.058 2.114 -0.721  0.4539
H8 3.827 0.705 -0.110  0.3794
H9 1.772 -2.680 -0.825  0.2616
H10 1.717 -2.080 -2.398  0.2721
H11 0.163 -1.939 -1.203  0.4267
H12 2.492 -0.614 1.600  0.3099
H13 1.035 0.056 2.252  0.2883

A 3-piece molecular cluster, C10H13INO3 overall. Source: OMol25; level of theory: ωB97M-V/def2-TZVPD.

## Properties
Orbital gap, eV: 4.58
LUMO energy, eV: 1.232
Charge: -1
Energy relative to the best compared isomer or geometry (same formula, charge and spin), eV: 3.537

Last column: Mulliken charge in e.
Cartesian coordinates (Å):
C1 1.555 -1.667 -0.313  0.0921
C2 1.077 -0.850 -1.249  -0.5163
C3 0.903 0.319 -1.713  0.4270
C4 1.597 -3.162 -0.411  -0.4369
C5 0.777 -5.357 0.718  -0.8198
C6 0.970 -4.036 0.714  -0.2164
C7 -2.653 3.148 -0.560  -0.5982
C8 -1.763 4.015 0.401  -0.3824
C9 -0.147 2.186 0.506  -0.2471
C10 -1.407 1.313 0.254  -0.3442
N1 -2.531 1.743 -0.044  0.6711
O1 -3.633 1.105 0.028  -0.7336
O2 0.480 1.149 -2.402  -0.4304
O3 -0.427 3.571 0.352  -0.4283
I1 7.912 0.173 0.590  -0.9984
H1 1.871 -1.168 0.670  0.3164
H2 1.244 -3.591 -1.397  0.3609
H3 2.673 -3.470 -0.422  0.3277
H4 0.339 -5.759 1.604  0.2702
H5 0.662 -5.934 -0.207  0.2669
H6 0.664 -3.612 1.587  0.3890
H7 -1.332 0.206 0.689  0.3245
H8 -3.689 3.363 -0.634  0.3675
H9 -2.145 3.163 -1.628  0.2187
H10 -1.633 5.035 0.101  0.3334
H11 -2.195 3.980 1.480  0.2497
H12 0.203 2.042 1.517  0.3067
H13 0.627 2.096 -0.231  0.2303

One molecule with the formula C10H13IO4. Source: OMol25; level of theory: ωB97M-V/def2-TZVPD.

## Properties
Orbital gap, eV: 6.91
LUMO energy, eV: -0.458

Last column: Mulliken charge in e.
Cartesian coordinates (Å):
C1 -1.272 1.859 2.621  -0.7257
O1 -1.043 1.109 1.453  -0.2440
C2 -0.792 1.794 0.362  -0.3318
C3 -0.572 1.375 -0.906  -0.9845
C4 -0.444 -0.008 -1.303  1.1726
O2 -0.868 -0.598 -2.416  -0.2944
C5 -1.393 0.270 -3.487  -0.8168
C6 0.044 -1.010 -0.463  0.3665
C7 0.782 -0.957 0.733  -0.2479
C8 1.507 0.061 1.264  -0.6948
I1 2.499 1.502 0.076  0.1117
C9 2.002 -0.015 2.623  0.0270
O3 1.739 -0.869 3.420  -0.5004
O4 -0.168 -2.257 -1.061  -0.4546
C10 0.799 -3.212 -0.853  -0.8792
H1 -1.845 2.778 2.303  0.3581
H2 -0.256 2.051 3.087  0.2627
H3 -1.940 1.314 3.222  0.2659
H4 -0.698 2.862 0.417  0.4224
H5 -0.371 2.048 -1.707  0.5590
H6 -0.586 0.614 -4.138  0.3293
H7 -1.759 1.154 -3.059  0.3840
H8 -2.018 -0.334 -4.133  0.2446
H9 0.754 -1.720 1.506  0.5026
H10 2.677 0.935 2.999  0.2104
H11 0.479 -4.155 -0.419  0.2572
H12 1.624 -2.877 -0.314  0.4510
H13 1.120 -3.713 -1.826  0.2493

One molecule with the formula C10H13N. Source: OMol25; level of theory: ωB97M-V/def2-TZVPD.

## Properties
Orbital gap, eV: 9.87
LUMO energy, eV: 0.915
Energy relative to the best compared isomer or geometry (same formula, charge and spin), eV: 6.056

Last column: Mulliken charge in e.
Cartesian coordinates (Å):
N1 2.273 -0.377 1.386  -0.6316
C1 2.188 -0.481 -0.084  -0.5409
C2 2.114 0.814 -0.704  -1.5590
C3 0.839 1.636 -0.148  -0.9425
C4 -0.398 0.673 -0.127  0.9718
C5 -1.629 1.356 0.122  -0.8198
C6 -2.870 0.613 0.257  -0.2481
C7 -2.780 -0.840 0.113  -0.8423
C8 -1.558 -1.343 -0.159  -0.4280
C9 -0.307 -0.693 -0.244  1.1723
C10 0.985 -1.442 -0.568  -2.0238
H1 2.331 -1.486 1.806  0.3095
H2 1.220 0.210 1.668  0.3919
H3 3.093 -0.673 -0.293  0.5333
H4 2.363 1.037 -1.630  0.7779
H5 2.859 1.326 -0.451  0.7577
H6 0.483 2.476 -0.903  0.3479
H7 1.261 2.004 0.817  0.3490
H8 -2.047 2.479 0.228  0.1233
H9 -3.880 1.099 0.541  0.2736
H10 -3.680 -1.327 0.097  0.4927
H11 -1.394 -2.458 -0.726  0.0912
H12 0.952 -1.485 -1.518  0.7476
H13 1.029 -2.315 -0.087  0.6965

An isolated ion of composition C10H13N2 and charge +1. Source: OMol25; level of theory: ωB97M-V/def2-TZVPD.

## Properties
Orbital gap (spin up / spin down), eV: 7.79 / 7.79
LUMO energy (spin up / spin down), eV: -5.088 / -5.089
Charge: +1
Energy relative to the best compared isomer or geometry (same formula, charge and spin), eV: 1.180

Last column: Mulliken charge in e.
Cartesian coordinates (Å):
C1 1.598 -2.312 0.315  -1.3129
C2 0.735 -1.150 0.266  0.2009
N1 1.277 0.282 0.172  0.2282
C3 2.638 0.695 0.097  -0.9576
C4 0.191 1.127 0.128  0.0346
N2 0.308 2.437 0.023  -0.5404
C5 -0.821 3.119 -0.050  -0.4536
C6 -2.082 2.520 -0.058  -0.5059
C7 -2.195 1.139 0.040  -0.6620
C8 -1.020 0.417 0.166  0.5831
C9 -0.734 -1.048 0.299  0.8902
C10 -1.464 -1.933 -0.729  -1.4397
H1 1.573 -2.762 1.312  0.3214
H2 2.632 -2.071 0.080  0.3292
H3 1.234 -3.075 -0.377  0.3679
H4 2.664 1.620 -0.480  0.3704
H5 3.261 -0.061 -0.379  0.3791
H6 3.031 0.907 1.094  0.3283
H7 -0.705 4.191 -0.117  0.4316
H8 -2.964 3.130 -0.154  0.4156
H9 -3.156 0.654 -0.013  0.4364
H10 -1.057 -1.395 1.293  0.3442
H11 -2.533 -1.882 -0.549  0.3865
H12 -1.148 -2.969 -0.645  0.4363
H13 -1.260 -1.578 -1.735  0.3884

A 2-piece molecular cluster, C10H13N2O overall. Source: OMol25; level of theory: ωB97M-V/def2-TZVPD.

## Properties
Orbital gap, eV: 6.47
LUMO energy, eV: -4.846
Charge: +1
Energy relative to the best compared isomer or geometry (same formula, charge and spin), eV: 4.061

Last column: Mulliken charge in e.
Cartesian coordinates (Å):
C1 -2.912 1.899 -0.521  -0.5651
C2 -3.041 0.649 -1.039  -0.5019
C3 -1.837 2.065 0.327  -0.1247
C4 -2.351 -0.408 -0.403  0.3581
C5 -1.304 -0.083 0.431  0.8396
C6 -2.305 -1.851 -0.663  -0.4527
C7 0.464 -1.566 1.549  -1.3215
C8 3.211 -0.778 -0.839  -0.0772
C9 -0.569 -1.287 0.673  0.5052
C10 2.940 1.174 0.504  -0.5070
N1 -0.963 1.196 0.739  -0.5531
N2 3.632 0.347 -0.413  0.0165
O1 -1.072 -2.300 -0.096  -0.4159
H1 -3.273 2.824 -0.933  0.3794
H2 -4.036 0.410 -1.594  0.2986
H3 -1.570 3.045 0.686  0.4479
H4 -3.158 -2.313 -0.087  0.2458
H5 -2.324 -1.994 -1.758  0.3160
H6 0.732 -0.714 2.203  0.3169
H7 0.650 -2.649 1.732  0.3034
H8 2.301 -1.265 -0.522  0.2398
H9 4.012 -1.363 -1.357  0.2658
H10 2.732 2.119 -0.080  0.2940
H11 1.915 0.887 0.761  0.0835
H12 3.549 1.346 1.404  0.3090
H13 4.575 0.609 -0.704  0.2999